Below is a 2-piece molecular cluster, C6H15N2 overall in a non-equilibrium geometry, with properties calculated with the ωB97M-V functional and the def2-TZVPD basis.

Last column: natural (NBO) charge in e.
Cartesian coordinates (Å):
C -1.5320 1.3563 1.1308  -0.597
C -1.3198 1.1769 -0.3790  -0.421
C -0.0985 0.3393 -0.6889  -0.173
C 1.1041 1.0368 -0.6863  0.255
N 2.3517 0.3300 -0.6462  -0.692
C -0.2296 -1.0522 -0.9451  0.095
C -1.4560 -1.8276 -0.5244  -0.727
N 1.0641 -0.9578 2.0442  -1.044
H -0.7170 1.9422 1.5275  0.208
H -2.4113 1.8532 1.3859  0.234
H -1.2174 2.1648 -0.8528  0.237
H -2.2173 0.6390 -0.8238  0.225
H 1.1193 2.1725 -0.6669  0.254
H 2.2159 -0.6534 -0.7456  0.392
H 3.0365 0.6760 -1.2748  0.418
H 0.3663 -1.5775 -1.6923  0.230
H 1.2453 -1.8470 2.3438  0.367
H -2.3710 -1.7063 -1.2397  0.297
H -1.8091 -1.4936 0.4707  0.260
H -1.2106 -2.9262 -0.4953  0.268
H -1.4717 0.3846 1.6254  0.219
H 0.8229 -1.0526 1.0790  0.321
H 1.8990 -0.3582 2.1305  0.373

For the frontier orbital gap, the calculation gives 0.27173 Eh. As for the maximum force: 4.767 eV Å⁻¹. The net charge is +1. For the molecular weight, the calculation gives 115.200 g/mol.

=====

Below is an isolated ion of composition C6H15N2 and charge +1 in a non-equilibrium geometry, with properties calculated with the ωB97M-V functional and the def2-TZVPD basis.

Last column: natural (NBO) charge in e.
Cartesian coordinates (Å):
C 2.0842 0.1923 -0.4947  -0.234
C 1.6770 1.0245 0.7337  -0.222
C -0.7200 -0.9099 -1.4618  -0.640
C 0.0879 -1.6252 0.8623  -0.640
C -1.4368 0.3734 0.6893  -0.251
C -0.3615 -0.5006 -0.0340  0.204
N 0.7475 0.5687 -0.2020  -0.389
N -1.5331 1.5858 -0.0958  -0.883
H 2.5977 0.8252 -1.2902  0.256
H 2.3404 -0.8321 -0.3332  0.240
H 1.5971 0.5818 1.7417  0.246
H 1.8994 2.0815 0.6875  0.249
H 0.1910 -1.4475 -1.7986  0.226
H -1.4560 -1.6072 -1.3762  0.241
H -0.9788 -0.0558 -2.1444  0.230
H 0.2203 -1.1863 1.7888  0.217
H -0.7416 -2.3301 0.9691  0.258
H 0.9475 -2.0663 0.4727  0.219
H -1.1150 0.5250 1.7382  0.208
H -2.3976 -0.1544 0.7409  0.214
H -1.7202 2.3706 0.4964  0.395
H -2.2670 1.4434 -0.8197  0.388
H 0.3376 1.1431 -0.8701  0.468

The SMILES is CC(C)(CN)[NH+]1CC1. For the frontier orbital gap, the calculation gives 0.41872 Eh. As for the maximum force: 3.820 eV Å⁻¹. The net charge is +1. For the molecular weight, the calculation gives 115.200 g/mol.

=====

Below is a 2-piece molecular cluster, C6H15N2 overall, with properties calculated with the ωB97M-V functional and the def2-TZVPD basis.

Last column: natural (NBO) charge in e.
Cartesian coordinates (Å):
C 1.2199 -2.1631 1.7417  -0.621
C 1.9732 -1.0843 0.9800  -0.226
C 1.3525 -1.2063 -1.3628  0.118
N 1.2416 -0.6249 -0.2426  -0.394
H 0.2536 -1.7911 2.0750  0.231
H 1.1444 -3.0678 1.1435  0.224
H 1.8110 -2.3810 2.6308  0.251
H 2.1404 -0.1810 1.5616  0.235
H 2.9227 -1.4410 0.5859  0.220
H 0.9850 -0.6672 -2.2246  0.236
H 1.9468 -2.1067 -1.4571  0.219
H 0.7364 0.2734 -0.2506  0.474
C -2.8454 1.3714 0.7370  -0.638
C -1.8275 0.9709 -0.2885  -0.209
C -1.1295 1.8508 -0.9975  -0.052
N 0.0186 1.5615 -1.8103  -0.902
H -2.7610 2.4268 0.9751  0.224
H -3.8510 1.0546 0.4516  0.234
H -2.6707 0.7807 1.6419  0.220
H -1.6753 -0.1037 -0.3760  0.184
H -1.3838 2.9004 -0.8818  0.197
H 0.5852 2.3950 -1.8877  0.391
H -0.1869 1.2325 -2.7447  0.386

For the frontier orbital gap, the calculation gives 0.29085 Eh. As for the maximum force: 0.775 eV Å⁻¹. The net charge is +1. For the molecular weight, the calculation gives 115.200 g/mol.

=====

Below is C6H15N2 as an isolated structure in a non-equilibrium geometry, with properties calculated with the ωB97M-V functional and the def2-TZVPD basis.

Last column: Löwdin spin population.
Cartesian coordinates (Å):
C -0.0423 -1.6739 -1.7103  0.008
C -0.3258 -0.8769 -0.4670  0.030
C 0.7640 -0.6290 0.6875  -0.001
C 0.9504 0.7815 0.7809  -0.047
C 1.8155 1.4804 -0.2116  -0.005
N 1.4026 2.5249 -0.7850  -0.014
C -0.1620 1.5791 1.3274  -0.009
N -2.5824 -2.1868 0.3976  0.952
H 0.4261 -2.6348 -1.4864  0.000
H 0.6651 -1.1711 -2.3775  0.003
H -0.9725 -1.8622 -2.2458  0.003
H -0.8330 0.0433 -0.7646  0.001
H 0.4813 -1.1100 1.6233  -0.001
H 1.6710 -1.1023 0.3005  0.001
H 2.7410 0.9784 -0.5009  0.000
H 0.2783 3.4732 1.3334  -0.001
H 2.1762 3.1424 -1.0535  -0.001
H 0.1672 2.7394 1.0321  -0.001
H -1.0589 1.6190 0.7053  -0.002
H -0.3681 1.4878 2.3947  -0.001
H -1.2225 -1.4570 0.0930  0.017
H -3.5158 -2.0984 -0.0091  0.034
H -2.4553 -3.0466 0.9360  0.034

For the frontier orbital gap (spin up / spin down), the calculation gives 0.22134 / 0.19750 Eh. As for the maximum force: 3.563 eV Å⁻¹. The net charge is +2. The expectation value of S² is 0.772. For the molecular weight, the calculation gives 115.200 g/mol. Its multiplicity is 2.

=====

Below is an isolated ion of composition C6H15N2O and charge +1 in a non-equilibrium geometry, with properties calculated with the ωB97M-V functional and the def2-TZVPD basis.

Last column: natural (NBO) charge in e.
Cartesian coordinates (Å):
C -0.4660 2.4128 0.3537  -0.636
C 1.5976 0.7917 0.4589  -0.606
C -0.0631 0.9465 -1.5200  -0.626
C -1.6753 -0.1707 1.5417  -0.455
C 0.6824 -3.2828 -0.7894  -0.300
C 0.0411 1.0810 0.0278  0.089
N -0.3812 -1.5162 0.2896  0.242
N -0.7348 -0.0510 0.5387  -0.053
O 0.5831 -1.8298 -0.5499  -0.271
H -1.5430 2.5537 -0.0672  0.237
H -0.4667 2.6825 1.4120  0.233
H 0.2282 3.0915 -0.1864  0.257
H 2.0416 1.6321 1.0294  0.246
H 2.1208 0.7686 -0.5713  0.235
H 1.7383 -0.1973 0.9243  0.223
H 0.3533 -0.0556 -1.7323  0.219
H -1.0843 0.8525 -1.9251  0.232
H 0.5243 1.7026 -2.1090  0.250
H -1.5411 -1.0809 2.1920  0.267
H -2.6046 -0.2416 1.0575  0.240
H -1.7188 0.7568 2.1600  0.251
H 1.1751 -3.6812 0.2051  0.235
H 1.4844 -3.3653 -1.5545  0.240
H -0.2910 -3.8000 -1.1855  0.250

The SMILES is CO/N=[N+](/C)C(C)(C)C. For the frontier orbital gap (spin up / spin down), the calculation gives 0.32559 / 0.30496 Eh. As for the maximum force: 8.549 eV Å⁻¹. The net charge is +1. For the molecular weight, the calculation gives 131.199 g/mol.

=====

Below is an isolated ion of composition C6H15N2O and charge +1 in a non-equilibrium geometry, with properties calculated with the ωB97M-V functional and the def2-TZVPD basis.

Last column: natural (NBO) charge in e.
Cartesian coordinates (Å):
C 1.7898 0.0492 -0.2174  0.532
C -2.0565 -1.1377 -0.1641  -0.621
C 0.0924 -0.5651 1.7771  -0.638
C -0.7442 2.1309 -0.6105  -0.260
C -0.6423 -0.7505 -0.6679  -0.458
C 0.1320 0.0361 0.3541  0.335
N 2.4013 1.1929 0.0330  -0.749
N 2.4033 -0.9816 -0.6509  -0.710
O -0.2382 1.3964 0.5849  -0.553
H -2.6907 -0.2217 -0.0705  0.226
H -2.5328 -1.8993 -0.9401  0.244
H -1.9594 -1.6077 0.8409  0.223
H 0.4143 -1.5669 1.6700  0.210
H 0.8298 -0.0814 2.4579  0.237
H -0.8967 -0.4078 2.1927  0.255
H -1.6762 2.6807 -0.3182  0.225
H -1.1645 1.4628 -1.3646  0.186
H 0.0487 2.6870 -0.8916  0.180
H -0.7122 -0.0735 -1.5120  0.221
H -0.0370 -1.6497 -0.9627  0.199
H 1.9703 2.0776 0.3273  0.447
H 3.4259 1.4042 -0.0431  0.421
H 1.8292 -1.7892 -0.7402  0.425
H 3.3167 -0.9526 -1.0219  0.425

The SMILES is CC[C@](C)(OC)C(N)=[NH2+]. For the frontier orbital gap, the calculation gives 0.41846 Eh. As for the maximum force: 5.009 eV Å⁻¹. The net charge is +1. For the molecular weight, the calculation gives 131.199 g/mol.

=====

Below is C6H15N2O2 as an isolated structure in a non-equilibrium geometry, with properties calculated with the ωB97M-V functional and the def2-TZVPD basis.

Last column: natural (NBO) charge in e.
Cartesian coordinates (Å):
C 0.0181 -0.7517 0.0151  0.726
C -3.2619 0.7517 -0.8540  -0.601
C -2.0097 0.3621 -2.9896  -0.616
C 3.0207 0.2760 4.5949  0.337
C -1.1408 -0.7946 -1.0256  -0.053
C -1.8453 0.4877 -1.4877  -0.228
N 2.9033 -0.4151 0.9954  -1.006
N 0.3074 -0.9388 -1.2952  -0.618
O 0.4442 -0.4944 1.1422  -0.585
O 3.6596 -0.0433 3.6245  -0.561
H -3.2637 0.7846 0.2065  0.220
H -3.9603 0.0459 -1.2213  0.215
H -3.5495 1.7230 -1.2260  0.227
H -2.4028 -0.5473 -3.2171  0.208
H -1.0092 0.4445 -3.5382  0.209
H -2.7309 1.1022 -3.4412  0.238
H 2.4290 1.2054 4.5561  0.097
H 2.8957 -0.0155 5.6502  0.152
H -1.7094 -1.7563 -1.1484  0.216
H -1.0333 1.3076 -1.1305  0.198
H 3.2568 -1.0460 0.1963  0.418
H 2.8783 0.5797 0.5585  0.426
H 0.9091 -1.1278 -2.0889  0.443
H 1.7124 -0.6680 1.2277  0.463
H 3.4822 -0.4717 1.8962  0.475

For the frontier orbital gap, the calculation gives 0.39879 Eh. As for the maximum force: 4.061 eV Å⁻¹. The net charge is +1. For the molecular weight, the calculation gives 147.198 g/mol.

=====

Below is an isolated ion of composition C6H15N2O2P2 and charge +1 in a non-equilibrium geometry, with properties calculated with the ωB97M-V functional and the def2-TZVPD basis.

Last column: natural (NBO) charge in e.
Cartesian coordinates (Å):
C 2.3357 0.3764 -0.7189  -0.055
C 2.6471 1.3744 -1.5757  0.586
C 1.1706 0.4999 0.2126  -0.440
C -0.0699 -0.3098 -0.1339  -0.373
C -1.2976 0.0847 0.7970  -0.439
C -2.4298 -0.9752 0.7039  -0.228
N 3.0740 -0.8212 -0.6318  -0.897
N -3.7733 -0.2780 0.8858  -0.681
O 3.6486 1.3418 -2.4833  -0.750
O 1.9335 2.5036 -1.5837  -0.681
P 4.8291 -0.8612 -0.5095  0.470
P 5.1788 0.2039 -2.3581  0.580
H 1.6846 0.2007 1.1457  0.209
H 0.9622 1.4804 0.3733  0.228
H -0.4405 -0.3414 -1.2084  0.218
H 0.2046 -1.3042 0.2018  0.197
H -0.7328 0.2281 1.6503  0.238
H -1.6558 1.1277 0.4941  0.202
H -2.1788 -1.6151 1.5935  0.254
H -2.4486 -1.4928 -0.2326  0.240
H 2.6244 -1.4996 -0.0283  0.388
H -4.7121 -0.7789 0.8172  0.452
H -3.9591 0.3768 0.1436  0.434
H -3.8887 0.3173 1.7012  0.445
H 2.2807 3.0492 -2.2728  0.500
H 5.1495 0.2781 0.2605  -0.053
H 4.6077 -0.8650 -3.0277  -0.045

The SMILES is [NH3+]CCCCC1=C(O)O[PH]#[PH]N1. For the frontier orbital gap, the calculation gives 0.20955 Eh. As for the maximum force: 4.179 eV Å⁻¹. The net charge is +1. For the molecular weight, the calculation gives 209.146 g/mol.

=====

Below is one molecule with the formula C6H15N2P in a non-equilibrium geometry, with properties calculated with the ωB97M-V functional and the def2-TZVPD basis.

Last column: natural (NBO) charge in e.
Cartesian coordinates (Å):
C -0.6750 0.4764 1.3408  -0.603
C 2.5180 0.0539 0.4196  0.198
C 2.3649 1.5793 0.4612  -0.691
C -2.6648 1.2175 -0.2850  -0.385
C -0.5277 -2.2410 0.4062  -0.943
C -0.0160 -0.9092 -1.9240  -0.975
N 1.5472 -0.7314 0.1558  -0.748
N -1.4318 0.4006 0.0808  -0.786
P -0.0988 -0.5470 -0.1190  1.813
H -0.1021 1.4796 1.4020  0.138
H -1.2402 0.5368 2.2935  0.189
H 3.4054 -0.3885 0.5958  0.164
H 3.3199 2.0889 0.1947  0.216
H 2.0895 1.7585 1.5133  0.241
H 1.7710 1.9835 -0.2372  0.217
H -2.7101 1.9666 0.4529  0.196
H -2.3987 1.5591 -1.2505  0.201
H -3.5447 0.7062 -0.2761  0.188
H 0.1541 -2.6691 1.1625  0.241
H -1.4844 -2.2158 0.8595  0.224
H -0.5265 -2.8737 -0.5254  0.216
H -0.9375 -1.2028 -2.2986  0.226
H 0.5570 -0.1391 -2.4714  0.228
H 0.6311 -1.8893 -1.9513  0.235

The SMILES is C/C=N\P1(C)(C)CN1C. For the frontier orbital gap, the calculation gives 0.32597 Eh. As for the maximum force: 5.479 eV Å⁻¹. For the molecular weight, the calculation gives 146.174 g/mol.

=====

Below is a 2-piece molecular cluster, C6H15N2PS2 overall in a non-equilibrium geometry, with properties calculated with the ωB97M-V functional and the def2-TZVPD basis.

Last column: natural (NBO) charge in e.
Cartesian coordinates (Å):
C -1.0505 -1.5068 2.6136  -0.387
C 0.4869 -1.6710 2.3905  -0.405
C -1.7248 -1.0459 1.2878  -0.409
C 1.1385 -0.4235 1.8438  -0.414
C -1.1226 0.2189 0.8318  -0.429
C 0.3825 0.0683 0.5917  -0.341
N 1.3188 -0.1121 -2.4461  -1.203
N -0.8253 2.1062 -4.6237  -1.058
P 1.6211 1.3406 -1.9829  1.239
S 2.8657 2.6238 -2.7128  -0.451
S 1.0311 1.6718 0.0398  0.026
H -1.4366 -2.4802 2.8232  0.209
H -1.3236 -0.8406 3.4307  0.195
H 0.8921 -1.8465 3.4164  0.215
H 0.6620 -2.5954 1.7933  0.205
H -1.3250 -1.7912 0.5592  0.201
H -2.7611 -0.9526 1.5639  0.223
H 1.0731 0.2688 2.6263  0.201
H 2.2318 -0.5489 1.5302  0.218
H -1.4336 0.6189 -0.1575  0.219
H -1.4833 1.0245 1.5131  0.210
H 0.6125 -0.7407 -0.1492  0.263
H 1.9226 -0.3701 -3.3259  0.411
H -1.1155 3.0230 -4.7077  0.351
H -0.6667 1.8997 -3.6047  0.353
H 0.0299 2.0609 -5.1447  0.359

For the frontier orbital gap, the calculation gives 0.32292 Eh. As for the maximum force: 2.775 eV Å⁻¹. For the molecular weight, the calculation gives 210.308 g/mol.

=====

Below is an isolated ion of composition C6H15N2S and charge +1 in a non-equilibrium geometry, with properties calculated with the ωB97M-V functional and the def2-TZVPD basis.

Last column: natural (NBO) charge in e.
Cartesian coordinates (Å):
C 0.1828 -0.8140 -0.6606  0.410
C 0.6973 -2.1992 -0.8943  -0.697
C 1.8512 1.1140 1.3471  -0.604
C 1.0810 0.3097 -0.8906  -0.498
C 2.1816 0.2346 0.1491  -0.389
C -1.7096 0.5665 -0.0731  0.030
N -0.9874 -0.7365 -0.1967  -0.546
N -2.7256 0.2273 1.1156  -0.739
S -2.7601 0.4140 -1.6604  0.007
H 1.7532 -2.4328 -1.0531  0.250
H 0.2566 -2.6010 -1.9245  0.260
H 0.3189 -2.9300 -0.2093  0.252
H 0.9806 0.8166 1.8482  0.181
H 1.7444 2.1693 1.0215  0.207
H 2.6758 0.9834 2.0451  0.234
H 1.4880 0.1785 -1.8961  0.255
H 0.5991 1.2872 -0.8180  0.209
H 3.1655 0.5481 -0.2249  0.230
H 2.3515 -0.7956 0.4997  0.214
H -1.2853 1.4687 0.0796  0.206
H -2.9466 1.0918 1.7304  0.449
H -3.5824 -0.2321 0.6785  0.479
H -2.1021 -0.3605 1.6689  0.457
H -3.2284 1.6922 -1.6823  0.142

The SMILES is CCC/C(C)=N\[C@H]([NH3+])S. For the frontier orbital gap, the calculation gives 0.38008 Eh. As for the maximum force: 6.878 eV Å⁻¹. The net charge is +1. For the molecular weight, the calculation gives 147.267 g/mol.

=====

Below is an isolated ion of composition C6H15N3 and charge +2 in a non-equilibrium geometry, with properties calculated with the ωB97M-V functional and the def2-TZVPD basis.

Last column: natural (NBO) charge in e.
Cartesian coordinates (Å):
C -0.6263 0.8950 -0.4691  0.250
C -1.5309 1.8300 -0.7647  -0.387
C 1.3303 -0.4136 -0.5706  -0.066
C 1.2530 1.8098 -1.7694  -0.426
C -1.5991 0.0269 1.6275  -0.469
C 0.5992 -2.3602 0.7908  -0.475
N 0.6766 0.8241 -0.8849  -0.402
N -0.9378 -0.2508 0.3718  -0.190
N 0.6655 -0.9301 0.6250  -0.184
H -2.5333 1.8081 -0.3809  0.247
H -1.3111 2.6030 -1.4797  0.272
H 1.2667 -1.1527 -1.3867  0.231
H 2.3945 -0.2326 -0.3605  0.285
H 2.2792 1.5413 -2.0037  0.248
H 0.6953 1.8677 -2.7066  0.237
H 1.2453 2.7925 -1.2963  0.244
H -1.0398 0.7708 2.1975  0.263
H -2.5951 0.4435 1.4406  0.303
H -1.7429 -0.8784 2.2194  0.265
H -0.0193 -2.6285 1.6470  0.267
H 0.2173 -2.8371 -0.1111  0.258
H 1.5959 -2.7713 0.9792  0.305
H -1.4115 -1.0027 -0.1455  0.460
H 0.9778 -0.4480 1.4762  0.462

The SMILES is C=C1N(C)C[N@H+](C)[N@H+]1C. For the frontier orbital gap, the calculation gives 0.24523 Eh. As for the maximum force: 2.341 eV Å⁻¹. The net charge is +2. For the molecular weight, the calculation gives 129.207 g/mol.

=====

What are the ΔE to the lowest compared entry with this formula, charge and spin values for these records? In order: 68.63; 53.71; 47.49; 242.27; 128.62; 19.65; 110.17; 36.19; 55.32; 30.97; 36.61; 96.66 kcal per mole.